#a
CH4N2O2 | ωB97M-V/def2-TZVPD

Geometry as ORCA input:
```
! wB97M-V def2-TZVPD RIJCOSX def2/J DEFGRID3
* xyz 0 1
H 2.167 0.315 -0.459
H 1.605 -0.437 1.070
H 1.296 -1.252 -0.487
N -0.944 -0.234 -0.070
H -2.089 1.857 -0.102
C 1.391 -0.285 0.009
N -2.607 0.989 0.044
O 0.179 0.457 -0.142
O -0.997 -1.409 0.136
*
```

Summary:
HOMO-LUMO gap (spin up / spin down) = 8.935 / 8.881 eV
HOMO level (spin up / spin down) = -9.00 / -9.18 eV

Here are the Löwdin charges for atoms 1 to 2, given in e:
1. H 0.09
2. H 0.10

---

#b
CH4N2O2 | ωB97M-V/def2-TZVPD

Geometry as ORCA input:
```
! wB97M-V def2-TZVPD RIJCOSX def2/J DEFGRID3
* xyz 0 1
H 1.643 -1.004 0.130
N -0.796 -0.688 0.315
H -1.757 0.956 0.034
C 0.265 0.321 0.043
O -2.037 0.037 -0.246
H 2.200 0.524 0.029
H -0.710 -1.525 -0.192
O -0.357 1.432 0.103
N 1.549 -0.054 -0.215
*
```

Summary:
SMILES string = NC(=O)NO
HOMO-LUMO gap = 10.169 eV
HOMO level = -9.64 eV

Here are the Löwdin charges for atoms 1 to 2, given in e:
1. H 0.12
2. N 0.06

---

#c
CH4N2O2 | ωB97M-V/def2-TZVPD

Geometry as ORCA input:
```
! wB97M-V def2-TZVPD RIJCOSX def2/J DEFGRID3
* xyz 0 1
N -1.470 0.074 -0.142
H 2.415 -0.134 0.684
C -0.174 0.554 -0.070
H -1.736 -0.800 0.226
H 0.284 -1.431 -0.392
H -2.137 0.864 -0.070
N 0.669 -0.605 0.117
O 2.003 -0.240 -0.179
O 0.145 1.718 -0.172
*
```

Summary:
SMILES string = NC(=O)NO
HOMO-LUMO gap = 10.926 eV
HOMO level = -10.15 eV

Here are the Löwdin charges for atoms 1 to 2, given in e:
1. N 0.13
2. H 0.10

---

Energetically preferred structure: #c | next structure: +1.426 eV

---

#a
C3H4BrFO | ωB97M-V/def2-TZVPD

Geometry as ORCA input:
```
! wB97M-V def2-TZVPD RIJCOSX def2/J DEFGRID3
* xyz 0 1
Br -2.620 1.008 -0.469
F -0.554 -1.667 -1.095
H 1.720 1.298 0.338
H 1.699 -0.101 -0.770
C 1.012 0.722 -0.205
C 0.000 0.112 0.630
O -1.197 -1.973 0.933
H -0.175 0.435 1.617
C -0.643 -1.185 0.229
H 0.757 1.351 -1.207
*
```

Summary:
HOMO-LUMO gap (spin up / spin down) = 8.459 / 6.760 eV
HOMO level (spin up / spin down) = -10.75 / -10.04 eV

Here are the Löwdin charges for atoms 1 to 2, given in e:
1. Br 0.16
2. F 0.01

---

#b
C3H4BrFO | ωB97M-V/def2-TZVPD

Geometry as ORCA input:
```
! wB97M-V def2-TZVPD RIJCOSX def2/J DEFGRID3
* xyz 0 1
H -0.935 1.958 -1.003
F -1.846 0.060 0.233
C -0.739 0.621 0.716
H 0.949 -1.363 1.250
O 0.728 2.301 0.122
H -0.793 0.384 1.722
C -0.330 1.700 -0.094
C 0.988 -0.949 0.225
H 0.756 -1.416 -0.755
Br 2.419 0.244 -0.322
*
```

Summary:
HOMO-LUMO gap (spin up / spin down) = 8.311 / 8.306 eV
HOMO level (spin up / spin down) = -9.02 / -9.02 eV

Here are the Löwdin charges for atoms 1 to 2, given in e:
1. H 0.15
2. F -0.01

---

Energetically preferred structure: #a | next structure: +1.351 eV

---

#a
C6H9P | ωB97M-V/def2-TZVPD

Geometry as ORCA input:
```
! wB97M-V def2-TZVPD RIJCOSX def2/J DEFGRID3
* xyz 0 1
H 0.141 -1.739 1.523
P 0.887 0.373 1.014
C -0.444 -1.021 1.009
C 1.190 0.518 -0.685
H -0.886 2.198 0.489
H -1.909 -1.862 -0.238
H -0.457 2.215 2.314
H 1.337 -0.488 -2.678
C 0.817 -0.616 -1.717
H -0.857 -1.990 -2.376
H -1.173 -0.615 1.749
H 0.517 3.018 1.174
C -0.356 -1.414 -1.495
C -0.033 2.023 1.203
C -0.953 -1.421 -0.280
H 2.178 0.820 -1.007
*
```

Summary:
SMILES string = CP1C=CC=CC1
HOMO-LUMO gap (spin up / spin down) = 7.510 / 7.509 eV
HOMO level (spin up / spin down) = -7.69 / -7.69 eV

Here are the Löwdin charges for atoms 1 to 2, given in e:
1. H 0.05
2. P 0.88

---

#b
C6H9P | ωB97M-V/def2-TZVPD

Geometry as ORCA input:
```
! wB97M-V def2-TZVPD RIJCOSX def2/J DEFGRID3
* xyz 0 1
C -1.059 1.505 1.063
C 0.685 -0.919 0.862
H 1.779 -0.979 0.871
C 0.140 -1.932 -0.096
C -0.381 -0.026 -1.368
H -1.833 0.776 1.297
H 0.149 -2.979 0.156
H -0.447 0.508 -2.301
C 1.758 1.334 -0.538
H -1.485 2.307 0.457
C -0.267 -1.438 -1.280
H -0.601 -2.068 -2.090
H 0.323 -1.049 1.885
H -0.654 1.932 1.981
H 1.589 2.323 -0.979
P 0.305 0.704 0.080
*
```

Summary:
HOMO-LUMO gap (spin up / spin down) = 7.144 / 7.974 eV
HOMO level (spin up / spin down) = -7.64 / -7.88 eV

Here are the Löwdin charges for atoms 1 to 2, given in e:
1. C -0.20
2. C -0.27

---

Energetically preferred structure: #a | next structure: +1.526 eV

---

#a
CFNO2 | ωB97M-V/def2-TZVPD

Geometry as ORCA input:
```
! wB97M-V def2-TZVPD RIJCOSX def2/J DEFGRID3
* xyz 0 1
O 0.860 0.455 -1.045
N -0.499 -0.537 0.834
C -0.148 0.048 -0.171
O -0.564 0.893 -1.094
F 0.523 -1.036 1.628
*
```

Summary:
SMILES string = FN=C1OO1
HOMO-LUMO gap = 11.878 eV
HOMO level = -12.00 eV

Here are the Löwdin charges for atoms 1 to 2, given in e:
1. O 0.15
2. N 0.15

---

#b
CFNO2 | ωB97M-V/def2-TZVPD

Geometry as ORCA input:
```
! wB97M-V def2-TZVPD RIJCOSX def2/J DEFGRID3
* xyz 0 1
N 1.101 -0.956 -0.076
O 1.140 -1.513 0.930
F -0.220 1.606 -0.992
O -1.488 0.349 0.398
C -0.533 0.514 -0.260
*
```

Summary:
HOMO-LUMO gap (spin up / spin down) = 8.389 / 8.122 eV
HOMO level (spin up / spin down) = -9.33 / -9.31 eV

Here are the Löwdin charges for atoms 1 to 2, given in e:
1. N 0.10
2. O 0.06

---

Energetically preferred structure: #b | next structure: +2.767 eV

---

#a
C5H5ClO | ωB97M-V/def2-TZVPD

Geometry as ORCA input:
```
! wB97M-V def2-TZVPD RIJCOSX def2/J DEFGRID3
* xyz 0 1
C -0.732 -1.341 0.264
H 1.268 0.820 -0.303
H 0.044 1.867 0.430
Cl -3.575 0.757 -0.822
C -0.512 -0.008 0.743
H -0.329 -2.305 0.002
O -4.257 -1.457 0.469
C -1.822 -0.650 0.383
C -3.372 -0.732 0.163
H -0.445 0.912 -1.074
C 0.150 0.968 -0.224
H -0.446 0.256 1.817
*
```

Summary:
SMILES string = C[C@@H]1C=C1C(=O)Cl
HOMO-LUMO gap = 9.896 eV
HOMO level = -9.71 eV

Here are the Löwdin charges for atoms 1 to 2, given in e:
1. C 0.03
2. H 0.10

---

#b
C5H5ClO | ωB97M-V/def2-TZVPD

Geometry as ORCA input:
```
! wB97M-V def2-TZVPD RIJCOSX def2/J DEFGRID3
* xyz 0 1
Cl -2.661 0.166 -0.208
H -1.247 -0.079 1.505
H 3.116 1.403 0.082
C 0.262 -0.190 0.098
H 0.558 2.176 -0.075
C -1.162 -0.505 0.426
C 2.268 0.862 0.053
H 1.530 -2.123 -0.141
C 0.955 1.057 0.125
H -1.459 -1.639 0.357
O 2.544 -0.478 -0.247
C 1.409 -1.014 -0.071
*
```

Summary:
SMILES string = ClCc1ccoc1
HOMO-LUMO gap = 9.623 eV
HOMO level = -8.74 eV

Here are the Löwdin charges for atoms 1 to 2, given in e:
1. Cl 0.53
2. H 0.09

---

Energetically preferred structure: #b | next structure: +0.805 eV

---

#a
C2H4S | ωB97M-V/def2-TZVPD

Geometry as ORCA input:
```
! wB97M-V def2-TZVPD RIJCOSX def2/J DEFGRID3
* xyz 0 1
H 1.234 -0.135 -0.844
C -0.610 0.508 -0.053
H 1.073 -0.042 0.970
H 0.397 -1.391 -0.020
S -2.100 -0.212 -0.018
H -0.632 1.597 -0.005
C 0.638 -0.328 -0.030
*
```

Summary:
SMILES string = CC=S
HOMO-LUMO gap = 8.529 eV
HOMO level = -8.67 eV

Here are the Löwdin charges for atoms 1 to 2, given in e:
1. H 0.04
2. C -0.68

---

#b
C2H4S | ωB97M-V/def2-TZVPD

Geometry as ORCA input:
```
! wB97M-V def2-TZVPD RIJCOSX def2/J DEFGRID3
* xyz 0 1
H -1.794 -1.048 -1.754
C 0.752 -0.412 -0.190
S 2.349 -0.143 0.092
H 0.802 1.621 0.678
H 0.713 1.491 -1.269
H -1.251 -0.557 -1.399
C 0.912 1.042 -0.238
*
```

Summary:
HOMO-LUMO gap = 8.704 eV
HOMO level = -8.95 eV

Here are the Löwdin charges for atoms 1 to 2, given in e:
1. H 0.04
2. C -0.54

---

Energetically preferred structure: #a | next structure: +3.698 eV